[1]
{
  "formula": "C30H34MnN10O4P",
  "method": "ωB97M-V/def2-TZVPD",
  "symbols": ["Mn", "C", "N", "C", "N", "C", "N", "C", "P", "C", "C", "H", "H", "H", "H", "H", "H", "H", "H", "H", "H", "H", "H", "H", "O", "C", "O", "N", "O", "O", "C", "C", "N", "C", "C", "N", "C", "N", "N", "N", "C", "C", "C", "C", "C", "C", "H", "H", "H", "H", "H", "H", "H", "H", "H", "H", "H", "C", "C", "C", "C", "C", "C", "N", "C", "C", "C", "C", "C", "C", "H", "H", "H", "H", "H", "H", "H", "H", "H", "H"],
  "positions_angstrom": [[0.158, -0.149, -0.054], [2.142, 4.118, -2.683], [2.868, 2.772, -2.729], [2.552, 2.133, -4.083], [1.156, 2.010, -4.249], [0.505, 3.308, -4.199], [0.761, 3.935, -2.914], [0.045, 3.327, -1.821], [0.589, 1.554, -1.590], [2.438, 1.904, -1.610], [0.526, 1.046, -3.386], [2.572, 4.763, -3.454], [2.309, 4.576, -1.704], [3.881, 2.919, -2.663], [3.044, 1.158, -4.138], [2.966, 2.784, -4.861], [-0.569, 3.186, -4.338], [0.885, 3.945, -5.000], [-1.026, 3.346, -2.032], [0.216, 3.901, -0.904], [2.948, 0.938, -1.691], [2.713, 2.377, -0.661], [-0.522, 0.940, -3.678], [1.022, 0.073, -3.484], [-2.412, 0.104, 1.354], [-1.443, 0.122, 0.768], [0.623, -1.674, 0.964], [1.719, -1.717, 0.379], [2.613, -2.423, 0.705], [1.817, -0.906, -0.580], [3.582, 0.429, 1.542], [2.343, 1.000, 2.126], [1.116, 1.017, 1.603], [0.322, 1.688, 2.510], [1.075, 2.054, 3.577], [2.348, 1.625, 3.327], [3.488, 1.925, 4.177], [4.321, 0.796, 4.440], [5.540, 0.708, 3.886], [6.095, -0.359, 4.226], [5.302, -1.077, 5.059], [5.461, -2.299, 5.710], [4.384, -2.766, 6.442], [3.198, -2.031, 6.560], [3.024, -0.809, 5.936], [4.099, -0.328, 5.197], [3.484, 0.257, 0.474], [3.829, -0.528, 2.007], [4.424, 1.100, 1.710], [-0.718, 1.885, 2.346], [0.802, 2.578, 4.470], [3.099, 2.340, 5.114], [4.133, 2.675, 3.698], [6.398, -2.832, 5.672], [4.462, -3.714, 6.950], [2.388, -2.445, 7.141], [2.087, -0.273, 5.997], [1.036, -4.162, -3.476], [0.442, -3.150, -4.222], [-0.291, -2.164, -3.600], [-0.426, -2.146, -2.191], [0.126, -3.211, -1.461], [0.837, -4.205, -2.100], [-1.068, -1.086, -1.569], [-2.299, -0.729, -2.026], [-2.854, 0.548, -1.770], [-4.131, 0.856, -2.171], [-4.904, -0.075, -2.869], [-4.367, -1.323, -3.173], [-3.104, -1.660, -2.743], [1.623, -4.924, -3.960], [0.552, -3.131, -5.296], [-0.778, -1.391, -4.176], [-0.102, -3.305, -0.406], [1.228, -5.033, -1.529], [-2.250, 1.278, -1.233], [-4.551, 1.824, -1.946], [-5.920, 0.154, -3.149], [-4.951, -2.046, -3.724], [-2.740, -2.666, -2.898]],
  "mulliken_charge": [1.113, -0.721, 0.187, -0.764, 0.300, -0.944, 0.277, -1.328, 2.297, -1.588, -1.553, 0.354, 0.389, 0.400, 0.364, 0.352, 0.361, 0.306, 0.439, 0.412, 0.658, 0.497, 0.377, 0.672, -0.201, -0.102, -0.663, 1.219, -0.625, -0.620, -1.487, 0.784, 0.409, -0.731, -0.930, 0.300, -1.062, 0.801, -0.528, -0.558, 0.334, -0.802, -0.483, -0.627, -0.746, 1.210, 0.105, 0.287, 0.627, 0.535, 0.493, 0.419, 0.226, 0.456, 0.415, 0.410, 0.413, -0.627, -0.933, 0.118, -0.062, -0.418, -0.717, 0.328, 0.844, -0.032, -1.246, -0.463, -0.902, -0.173, 0.503, 0.499, 0.644, 0.581, 0.543, 0.335, 0.511, 0.489, 0.465, 0.581],
  "s2": 0.896,
  "de_lowest_ev": 0.000,
  "spin_multiplicity": 2,
  "orbital_gap_ev": [2.44, 2.56],
  "homo_ha": [-0.5320, -0.5320],
  "total_energy_ev": -95330.4604,
  "lumo_energy_ha": [-0.44241, -0.43806],
  "fmax_ev_per_a": 4.064,
  "total_charge": 3
}

***

[2]
{
  "formula": "C3H5N5",
  "method": "ωB97M-V/def2-TZVPD",
  "symbols": ["C", "C", "C", "H", "H", "H", "H", "H", "N", "N", "N", "N", "N"],
  "positions_angstrom": [[-1.340, -0.762, 0.041], [0.202, -0.445, -0.035], [2.410, 0.410, 0.272], [-2.207, 1.067, 0.555], [-1.977, 0.900, -0.902], [-1.723, -1.118, 1.247], [-1.580, -1.543, -0.668], [3.236, 1.013, 0.492], [-2.259, 0.290, -0.090], [1.207, -1.328, -0.184], [2.418, -0.893, -0.267], [1.385, 1.429, -0.141], [0.230, 0.980, -0.320]],
  "mulliken_charge": [-0.326, 0.407, -0.059, 0.271, 0.294, 0.258, 0.268, 0.411, -0.674, -0.101, -0.370, -0.368, -0.011],
  "de_lowest_ev": 5.908,
  "orbital_gap_ev": 8.38,
  "homo_ha": -0.3499,
  "total_energy_ev": -10636.9659,
  "lumo_energy_ha": -0.04185,
  "fmax_ev_per_a": 6.282,
  "smiles": "NCc1nncnn1"
}

***

[3]
{
  "formula": "C2H6N4",
  "method": "ωB97M-V/def2-TZVPD",
  "symbols": ["C", "C", "H", "H", "H", "H", "H", "H", "N", "N", "N", "N"],
  "positions_angstrom": [[-0.890, 0.138, -0.124], [1.985, -0.801, 0.110], [-2.872, 0.353, 0.073], [-1.936, 1.455, 0.982], [0.059, -1.402, -0.606], [0.271, 1.766, -0.333], [1.492, -1.402, 0.968], [2.969, -1.139, -0.470], [-2.016, 0.917, 0.152], [-0.954, -1.043, -0.571], [0.326, 0.865, 0.181], [1.567, 0.292, -0.361]],
  "mulliken_charge": [0.515, -0.452, 0.270, 0.237, 0.324, 0.301, 0.362, 0.257, -0.512, -0.710, -0.180, -0.413],
  "de_lowest_ev": 2.206,
  "orbital_gap_ev": 10.40,
  "homo_ha": -0.3437,
  "total_energy_ev": -8129.8867,
  "lumo_energy_ha": 0.03839,
  "fmax_ev_per_a": 2.816,
  "smiles": "[H]/N=C(/N)NN=C"
}

***

[4]
{
  "formula": "C6H10O",
  "method": "ωB97M-V/def2-TZVPD",
  "symbols": ["C", "C", "C", "C", "C", "C", "O", "H", "H", "H", "H", "H", "H", "H", "H", "H", "H"],
  "positions_angstrom": [[1.324, -0.261, 0.706], [0.121, -0.713, 1.224], [0.522, 0.686, 1.384], [2.647, -0.468, 0.063], [-0.570, -1.964, 1.478], [-1.683, 2.014, -1.168], [0.268, 1.781, 1.725], [2.731, -0.128, -1.001], [2.986, -1.538, -0.045], [3.312, 0.147, 0.472], [-0.146, -2.184, 2.502], [-0.271, -2.711, 0.800], [-1.580, -1.680, 1.722], [-1.081, 2.803, -0.722], [-2.481, 2.492, -1.851], [-1.039, 1.364, -1.695], [-2.142, 1.523, -0.395]],
  "mulliken_charge": [0.293, 0.271, 0.477, -1.204, -1.168, -1.020, -0.596, 0.292, 0.275, 0.378, 0.272, 0.364, 0.348, 0.264, 0.257, 0.244, 0.253],
  "de_lowest_ev": 2.678,
  "orbital_gap_ev": 9.44,
  "homo_ha": -0.3236,
  "total_energy_ev": -8428.5620,
  "lumo_energy_ha": 0.02340,
  "fmax_ev_per_a": 5.082,
  "smiles": "Cc1c(C)c1=O.C"
}

***

[5]
{
  "formula": "C3H7NO",
  "method": "ωB97M-V/def2-TZVPD",
  "symbols": ["C", "C", "N", "C", "O", "H", "H", "H", "H", "H", "H", "H"],
  "positions_angstrom": [[1.860, -0.404, 0.132], [-0.584, -0.043, -0.009], [-1.566, 1.079, -0.255], [0.635, 0.435, -0.067], [-1.322, -1.220, 0.200], [-0.682, -1.923, 0.356], [-2.179, 1.253, 0.545], [-2.133, 0.933, -1.094], [-0.654, 1.727, -0.356], [1.677, -1.473, 0.335], [2.449, -0.014, 0.965], [2.498, -0.350, -0.754]],
  "mulliken_charge": [-0.932, 0.444, -0.360, -0.728, -0.516, 0.300, 0.304, 0.304, 0.456, 0.230, 0.249, 0.249],
  "de_lowest_ev": 4.351,
  "orbital_gap_ev": 7.88,
  "homo_ha": -0.2678,
  "total_energy_ev": -6758.3991,
  "lumo_energy_ha": 0.02182,
  "fmax_ev_per_a": 1.192
}

***

[6]
{
  "formula": "CH3F",
  "method": "ωB97M-V/def2-TZVPD",
  "symbols": ["C", "F", "H", "H", "H"],
  "positions_angstrom": [[0.015, -0.024, -0.018], [-1.365, 0.127, -0.048], [0.362, -0.920, -0.418], [0.719, 0.905, -0.539], [0.269, -0.087, 1.024]],
  "mulliken_charge": [-0.357, -0.250, 0.229, 0.175, 0.202],
  "de_lowest_ev": 0.526,
  "orbital_gap_ev": 13.30,
  "homo_ha": -0.4458,
  "total_energy_ev": -3802.1395,
  "lumo_energy_ha": 0.04299,
  "fmax_ev_per_a": 3.870,
  "smiles": "CF"
}